This record from the OMol25 dataset describes an isolated ion of composition C6H8N and charge +1. The level of theory is the ωB97M-V functional and the def2-TZVPD basis.

Last column: Mulliken charge in e.
Positions of all 15 atoms, in Å:
1 C -1.107839 -0.213039 -1.230411  -0.5659
2 C -0.182747 0.727003 -0.331058  -0.2079
3 C 0.495926 -1.394486 -0.099759  -0.4991
4 C 0.890422 -0.146245 0.316366  0.4012
5 C -0.126152 0.976930 1.283283  -0.2988
6 C 1.338456 0.842598 1.313280  -0.2468
7 N -0.437580 -1.564587 -1.086457  0.0044
8 H -2.164096 -0.195834 -0.875086  0.2677
9 H -1.220756 0.240245 -2.190285  0.3842
10 H -0.039562 1.697205 -0.799727  0.3949
11 H 1.044106 -2.381120 0.002954  0.3451
12 H -1.192653 1.399352 1.808099  0.3463
13 H 1.734315 1.851694 1.125667  0.2453
14 H 1.563737 0.524442 2.340788  0.2678
15 H -0.595576 -2.364157 -1.577654  0.1617

Atomic forces in eV per Å
-0.64 0.62 2.20
-0.76 0.64 0.60
1.45 -5.33 -1.91
-2.74 1.83 -1.54
-4.41 0.17 -3.21
-0.61 0.92 3.72
1.31 6.82 3.83
0.62 -0.63 0.16
0.70 -0.31 -1.02
0.98 -0.23 -0.36
-0.44 1.41 0.82
3.37 -2.31 -0.53
0.95 -0.78 -0.94
0.90 -0.14 -0.50
-0.68 -2.66 -1.33

Values from the calculation:
Structure (SMILES): C1=[NH+]C[C@H]2[C@@H]3C[C@]123
Total charge: +1
LUMO level (alpha / beta), eV: -5.80 / -5.41